A 4-piece molecular cluster, C5H21N3O3 overall in a non-equilibrium geometry. Source: OMol25; level of theory: ωB97M-V with the def2-TZVPD basis set.

Computed properties:
Structure (SMILES)   CNC[C@H](N)CCN.O.O.O
Relative energy (zero: lowest compared OMol25 entry of this formula, charge and spin)   20.6 kcal per mole
E_HOMO   -7.85 eV
Total charge   0

Last columns: bonded neighbours and bond lengths (Å).
Atoms and positions in Å:
1 C 0.16778 0.84615 3.38968  N2 1.451, H9 1.085, H10 1.093, H11 1.094
2 N -1.12967 0.28695 3.05764  C1 1.451, C3 1.469, H12 1.011
3 C -1.25234 -0.33179 1.73069  N2 1.469, C4 1.540, H13 1.100, H14 1.090
4 C -0.33520 0.07472 0.56257  C3 1.540, N5 1.451, C6 1.565, H15 1.078
5 N -0.18163 1.50562 0.37662  C4 1.451, H16 1.001, H17 1.007
6 C -0.92963 -0.65864 -0.68557  C4 1.565, C7 1.528, H18 1.094, H19 1.085
7 C -1.92541 0.15193 -1.51347  C6 1.528, N8 1.462, H20 1.087, H21 1.093
8 N -2.43050 -0.64359 -2.63067  C7 1.462, H22 0.998, H23 1.004
9 H 0.96578 0.17770 3.08499  C1 1.085
10 H 0.38250 1.80335 2.90869  C1 1.093
11 H 0.27694 1.09781 4.44845  C1 1.094
12 H -1.84970 0.99479 3.11564  N2 1.011
13 H -1.06805 -1.40920 1.85376  C3 1.100
14 H -2.31065 -0.28455 1.47205  C3 1.090
15 H 0.64675 -0.31877 0.76867  C4 1.078
16 H -0.79677 2.07879 -0.16715  N5 1.001
17 H 0.78819 1.72570 0.21904  N5 1.007
18 H -1.47150 -1.54369 -0.33784  C6 1.094
19 H -0.11741 -1.06896 -1.27696  C6 1.085
20 H -1.46931 1.07718 -1.85603  C7 1.087
21 H -2.80096 0.31515 -0.87956  C7 1.093
22 H -3.42086 -0.71642 -2.73216  N8 0.998
23 H -1.87748 -0.61938 -3.46848  N8 1.004
24 O 3.00949 0.52584 0.13903  H25 0.961, H26 0.958
25 H 2.88963 -0.37362 -0.17626  O24 0.961
26 H 3.67881 1.05359 -0.29902  O24 0.958
27 O 2.20637 -2.35726 -1.06851  H28 0.968, H29 0.967
28 H 2.51665 -2.72847 -0.22969  O27 0.968
29 H 2.65199 -2.96538 -1.67427  O27 0.967
30 O 2.09909 0.82132 -2.66090  H31 0.963, H32 0.960
31 H 1.45635 0.61717 -1.97382  O30 0.963
32 H 1.63075 0.86593 -3.49718  O30 0.960

natural (NBO) population analysis, charges in e, atoms 1 to 6: atom 1 (C): -0.420, atom 2 (N): -0.628, atom 3 (C): -0.218, atom 4 (C): -0.069, atom 5 (N): -0.888, atom 6 (C): -0.422